(1)
This record from the Open Molecules 2025 dataset describes C11H27BeN2O9 as an isolated structure at a distorted geometry. The level of theory is ωB97M-V/def2-TZVPD.

orbital gap = 4.7 eV
net charge = -1
E_HOMO = -2.9 eV
multiplicity = 1
largest force on an atom = 3.36 eV/Å
energy above the lowest of the compared OMol25 structures with the same formula, charge and spin = 0.000 eV

Atoms and positions in Å:
Be (-37.81, -1.49, 44.24)
C (-39.38, 0.75, 43.79)
O (-39.89, 1.75, 43.20)
O (-39.92, -0.42, 43.82)
O (-38.17, 0.78, 44.23)
O (-33.87, 0.29, 42.45)
C (-35.22, 0.48, 42.80)
O (-35.83, 1.43, 42.38)
O (-35.65, -0.49, 43.53)
H (-33.79, -0.59, 42.86)
C (-35.95, -5.19, 42.13)
C (-36.54, -3.83, 42.47)
C (-37.40, -3.19, 41.40)
O (-38.18, -2.17, 41.97)
C (-38.35, -1.04, 41.11)
N (-37.28, -3.87, 43.76)
H (-35.18, -4.98, 41.38)
H (-36.68, -5.88, 41.70)
H (-35.51, -5.62, 43.03)
H (-35.72, -3.16, 42.76)
H (-38.09, -3.95, 41.00)
H (-36.71, -2.78, 40.66)
H (-39.26, -0.49, 41.35)
H (-38.50, -1.35, 40.07)
H (-37.51, -0.35, 41.19)
H (-36.90, -4.50, 44.45)
H (-38.21, -4.23, 43.53)
C (-37.16, -0.03, 47.22)
C (-35.84, -0.69, 46.78)
C (-34.87, -0.83, 47.92)
O (-34.57, 0.47, 48.42)
C (-33.31, 0.63, 48.98)
N (-36.28, -1.96, 46.14)
H (-37.88, 0.10, 46.41)
H (-36.95, 0.97, 47.60)
H (-37.58, -0.61, 48.06)
H (-35.52, -0.06, 45.94)
H (-33.91, -1.19, 47.51)
H (-35.23, -1.49, 48.72)
H (-33.14, 0.05, 49.90)
H (-33.24, 1.68, 49.26)
H (-32.48, 0.38, 48.30)
H (-35.45, -2.48, 45.83)
H (-36.47, -2.54, 46.96)
C (-39.48, -3.44, 46.82)
O (-39.60, -2.35, 45.94)
H (-38.69, -4.10, 46.47)
H (-39.14, -3.06, 47.79)
H (-40.34, -4.07, 47.07)
H (-40.38, -1.81, 46.14)

Results of the Mulliken charge analysis, in e, for atoms 1 through 6:
1 Be 1.224
2 C 0.652
3 O -0.813
4 O -0.737
5 O -0.643
6 O -0.621

---

(2)
This record from the Open Molecules 2025 dataset describes C49H44BrN2O2P2S2SiSn as an isolated structure. The level of theory is ωB97M-V/def2-TZVPD.

orbital gap = 7.8 eV
net charge = +1
E_HOMO = -10.3 eV
multiplicity = 1
largest force on an atom = 0.45 eV/Å
energy above the lowest of the compared OMol25 structures with the same formula, charge and spin = 0.000 eV

Atoms and positions in Å:
Sn (1.96, 0.83, 0.42)
C (-0.13, 3.24, -1.36)
Si (-1.68, 2.27, -1.09)
C (-2.73, 2.13, -2.64)
C (-3.60, 2.95, -3.35)
C (-4.18, 2.47, -4.51)
C (-3.90, 1.18, -4.97)
C (-3.04, 0.35, -4.28)
C (-2.46, 0.84, -3.11)
P (-1.43, 0.06, -1.86)
C (-2.42, -1.29, -1.19)
C (-2.12, -2.63, -1.43)
C (-2.99, -3.62, -0.98)
C (-4.15, -3.27, -0.31)
C (-4.45, -1.94, -0.08)
C (-3.58, -0.95, -0.51)
C (0.05, -0.63, -2.60)
C (0.85, -1.53, -1.88)
C (1.97, -2.09, -2.48)
C (2.30, -1.74, -3.78)
C (1.53, -0.84, -4.49)
C (0.40, -0.28, -3.90)
C (-2.56, 2.82, 0.45)
C (-3.20, 4.05, 0.23)
C (-3.85, 4.71, 1.26)
C (-3.85, 4.16, 2.54)
C (-3.21, 2.95, 2.77)
C (-2.55, 2.27, 1.73)
P (-1.68, 0.69, 2.03)
C (-0.35, 1.17, 3.19)
C (0.51, 0.16, 3.63)
C (1.55, 0.44, 4.50)
C (1.77, 1.74, 4.93)
C (0.95, 2.76, 4.47)
C (-0.10, 2.48, 3.60)
C (-2.90, -0.13, 3.14)
C (-4.25, -0.09, 2.77)
C (-5.21, -0.74, 3.53)
C (-4.85, -1.44, 4.67)
C (-3.51, -1.48, 5.05)
C (-2.55, -0.82, 4.29)
H (-0.42, 4.27, -1.60)
H (0.46, 2.87, -2.19)
H (0.49, 3.30, -0.46)
H (-3.83, 3.95, -3.01)
H (-4.86, 3.09, -5.07)
H (-4.38, 0.82, -5.88)
H (-2.84, -0.66, -4.63)
H (-1.23, -2.91, -1.98)
H (-2.77, -4.66, -1.18)
H (-4.83, -4.04, 0.03)
H (-5.36, -1.66, 0.45)
H (-3.82, 0.09, -0.33)
H (0.59, -1.79, -0.86)
H (2.58, -2.78, -1.92)
H (3.18, -2.18, -4.24)
H (1.81, -0.55, -5.49)
H (-0.18, 0.45, -4.45)
H (-3.22, 4.50, -0.76)
H (-4.34, 5.65, 1.08)
H (-4.34, 4.67, 3.35)
H (-3.21, 2.52, 3.76)
H (0.37, -0.85, 3.28)
H (2.20, -0.36, 4.84)
H (2.59, 1.96, 5.60)
H (1.14, 3.78, 4.77)
H (-0.72, 3.30, 3.25)
H (-4.56, 0.47, 1.90)
H (-6.25, -0.68, 3.24)
H (-5.59, -1.95, 5.27)
H (-3.21, -2.01, 5.94)
H (-1.52, -0.85, 4.62)
O (3.29, 3.85, -2.38)
S (3.21, 2.54, -2.95)
O (2.23, 2.29, -3.97)
N (3.02, 1.42, -1.73)
C (4.07, 0.65, -1.59)
S (4.16, -0.45, -0.31)
C (5.14, 0.89, -2.59)
C (6.36, 0.26, -2.72)
C (7.23, 0.72, -3.71)
C (6.88, 1.79, -4.53)
C (5.65, 2.42, -4.40)
C (4.80, 1.94, -3.43)
H (6.64, -0.55, -2.07)
H (8.19, 0.25, -3.84)
H (7.58, 2.14, -5.28)
H (5.37, 3.26, -5.03)
C (3.87, -4.49, 1.15)
C (2.76, -4.16, 2.16)
C (1.64, -5.21, 2.09)
C (3.34, -4.07, 3.58)
C (2.20, -2.85, 1.81)
N (1.76, -1.82, 1.54)
H (4.32, -5.45, 1.40)
H (4.65, -3.73, 1.16)
H (3.47, -4.55, 0.13)
H (2.06, -6.19, 2.31)
H (1.20, -5.24, 1.09)
H (0.86, -4.99, 2.81)
H (3.81, -5.03, 3.83)
H (2.55, -3.87, 4.31)
H (4.09, -3.29, 3.65)
Br (3.33, 2.49, 1.76)

Results of the Mulliken charge analysis, in e, for atoms 1 through 6:
1 Sn 1.355
2 C -0.594
3 Si 0.505
4 C 0.797
5 C -1.033
6 C -0.678

---

(3)
This record from the Open Molecules 2025 dataset describes a 3-piece molecular cluster, C28H54BN2O11 overall at a distorted geometry. The level of theory is ωB97M-V/def2-TZVPD.

orbital gap = 7.6 eV
net charge = -1
E_HOMO = -5.4 eV
multiplicity = 1
largest force on an atom = 5.82 eV/Å

Atoms and positions in Å:
C (-0.91, 1.25, -0.35)
C (-1.23, 1.46, 1.21)
C (-2.31, 2.66, 1.34)
C (-1.61, 0.13, 2.02)
C (-2.07, -1.11, 1.13)
O (-1.91, -2.37, 1.87)
B (-2.97, -3.36, 1.68)
C (-3.30, -4.44, 2.87)
C (-4.01, -3.76, 4.15)
O (-5.45, -3.77, 4.02)
O (-2.99, -4.22, 0.45)
C (-1.72, -4.37, -0.12)
O (-0.72, -4.89, 0.45)
C (-1.57, -3.88, -1.65)
C (-2.87, -3.67, -2.47)
C (-2.94, -3.16, -3.93)
C (-1.58, -2.83, -4.62)
C (-0.27, -3.08, -3.82)
C (-0.23, -3.60, -2.35)
O (-4.16, -2.48, 1.45)
C (-3.68, -1.26, 0.80)
N (-3.95, -1.22, -0.68)
C (-4.67, -0.12, 1.35)
N (-6.07, -0.30, 0.81)
H (-1.67, 0.64, -0.93)
H (-0.91, 2.30, -0.84)
H (0.17, 0.88, -0.45)
H (-0.26, 1.87, 1.69)
H (-1.75, 3.64, 1.60)
H (-3.17, 2.44, 2.06)
H (-2.79, 2.86, 0.31)
H (-2.41, 0.42, 2.80)
H (-0.69, -0.18, 2.65)
H (-1.46, -1.37, 0.18)
H (-4.04, -5.23, 2.46)
H (-2.35, -5.00, 3.17)
H (-3.60, -2.70, 4.33)
H (-3.75, -4.41, 5.07)
H (-5.77, -2.85, 3.97)
H (-3.87, -3.90, -1.94)
H (-3.96, -3.01, -4.44)
H (-1.58, -2.42, -5.69)
H (0.73, -2.86, -4.34)
H (0.76, -3.76, -1.81)
H (-3.07, -1.22, -1.22)
H (-4.49, -2.09, -0.85)
H (-4.31, 0.89, 0.91)
H (-4.74, -0.05, 2.49)
H (-6.25, -1.28, 0.58)
H (-6.08, 0.19, -0.11)
C (4.97, -3.16, -5.58)
O (4.82, -4.14, -4.57)
C (5.68, -5.26, -4.77)
C (5.94, -5.98, -3.45)
O (6.91, -5.32, -2.64)
C (6.47, -4.12, -2.00)
C (5.51, -4.36, -0.84)
O (4.20, -4.62, -1.33)
C (3.42, -5.35, -0.40)
H (4.69, -3.57, -6.55)
H (4.31, -2.32, -5.34)
H (6.00, -2.79, -5.61)
H (6.63, -4.94, -5.20)
H (5.17, -5.94, -5.47)
H (6.37, -6.95, -3.68)
H (5.02, -6.16, -2.90)
H (6.07, -3.41, -2.72)
H (7.38, -3.66, -1.59)
H (5.46, -3.47, -0.21)
H (5.88, -5.20, -0.24)
H (3.89, -6.32, -0.18)
H (2.44, -5.54, -0.85)
H (3.28, -4.78, 0.52)
C (0.63, 10.86, 0.66)
O (0.39, 9.85, 1.62)
C (-0.93, 9.32, 1.51)
C (-0.98, 7.91, 2.10)
O (-0.45, 6.91, 1.23)
C (0.97, 6.90, 1.09)
C (1.69, 6.35, 2.32)
O (1.76, 7.35, 3.34)
C (1.91, 6.78, 4.63)
H (-0.04, 11.71, 0.81)
H (1.66, 11.20, 0.78)
H (0.52, 10.46, -0.35)
H (-1.24, 9.28, 0.46)
H (-1.60, 9.98, 2.07)
H (-2.04, 7.65, 2.24)
H (-0.52, 7.87, 3.09)
H (1.35, 7.88, 0.80)
H (1.17, 6.22, 0.26)
H (2.71, 6.08, 2.06)
H (1.16, 5.46, 2.69)
H (1.07, 6.13, 4.87)
H (1.93, 7.60, 5.36)
H (2.85, 6.23, 4.69)

Results of the Mulliken charge analysis, in e, for atoms 1 through 6:
1 C -1.329
2 C 0.742
3 C -1.163
4 C -1.177
5 C 0.399
6 O -0.526

---

Please write out number 1 again, unchanged.
This record from the Open Molecules 2025 dataset describes C11H27BeN2O9 as an isolated structure at a distorted geometry. The level of theory is ωB97M-V/def2-TZVPD.

orbital gap = 4.7 eV
net charge = -1
E_HOMO = -2.9 eV
multiplicity = 1
largest force on an atom = 3.36 eV/Å
energy above the lowest of the compared OMol25 structures with the same formula, charge and spin = 0.000 eV

Atoms and positions in Å:
Be (-37.81, -1.49, 44.24)
C (-39.38, 0.75, 43.79)
O (-39.89, 1.75, 43.20)
O (-39.92, -0.42, 43.82)
O (-38.17, 0.78, 44.23)
O (-33.87, 0.29, 42.45)
C (-35.22, 0.48, 42.80)
O (-35.83, 1.43, 42.38)
O (-35.65, -0.49, 43.53)
H (-33.79, -0.59, 42.86)
C (-35.95, -5.19, 42.13)
C (-36.54, -3.83, 42.47)
C (-37.40, -3.19, 41.40)
O (-38.18, -2.17, 41.97)
C (-38.35, -1.04, 41.11)
N (-37.28, -3.87, 43.76)
H (-35.18, -4.98, 41.38)
H (-36.68, -5.88, 41.70)
H (-35.51, -5.62, 43.03)
H (-35.72, -3.16, 42.76)
H (-38.09, -3.95, 41.00)
H (-36.71, -2.78, 40.66)
H (-39.26, -0.49, 41.35)
H (-38.50, -1.35, 40.07)
H (-37.51, -0.35, 41.19)
H (-36.90, -4.50, 44.45)
H (-38.21, -4.23, 43.53)
C (-37.16, -0.03, 47.22)
C (-35.84, -0.69, 46.78)
C (-34.87, -0.83, 47.92)
O (-34.57, 0.47, 48.42)
C (-33.31, 0.63, 48.98)
N (-36.28, -1.96, 46.14)
H (-37.88, 0.10, 46.41)
H (-36.95, 0.97, 47.60)
H (-37.58, -0.61, 48.06)
H (-35.52, -0.06, 45.94)
H (-33.91, -1.19, 47.51)
H (-35.23, -1.49, 48.72)
H (-33.14, 0.05, 49.90)
H (-33.24, 1.68, 49.26)
H (-32.48, 0.38, 48.30)
H (-35.45, -2.48, 45.83)
H (-36.47, -2.54, 46.96)
C (-39.48, -3.44, 46.82)
O (-39.60, -2.35, 45.94)
H (-38.69, -4.10, 46.47)
H (-39.14, -3.06, 47.79)
H (-40.34, -4.07, 47.07)
H (-40.38, -1.81, 46.14)

Results of the Mulliken charge analysis, in e, for atoms 1 through 6:
1 Be 1.224
2 C 0.652
3 O -0.813
4 O -0.737
5 O -0.643
6 O -0.621

---

Question: Number 1 is which compound?
Answer: C11H27BeN2O9

---

Question: Among the records above, which one has the highest largest force on an atom?
Answer: C28H54BN2O11